Here is a structure of composition C36H36N2O4P2Ru from the Open Molecules 2025 dataset. Energies are from ωB97M-V/def2-TZVPD.

Geometry as ORCA input:
```
! RIJCOSX wB97M-V def2-TZVPD def2/J DEFGRID3
* xyz 1 2
Ru -0.230 -1.204 -0.897
N -0.485 -5.343 -2.058
C -0.156 -4.190 -1.468
O -1.015 -3.356 -1.177
C 1.267 -3.932 -1.115
C 1.591 -2.490 -1.414
H -1.449 -5.500 -2.309
H 0.201 -6.018 -2.341
H 1.931 -4.627 -1.639
H 1.366 -4.130 -0.042
H 1.602 -2.258 -2.474
H 2.464 -2.105 -0.896
N -0.398 -0.092 2.014
P 0.455 -1.490 1.525
C -0.142 -2.711 2.720
C -0.022 -2.452 4.085
C -0.549 -3.350 4.997
C -1.169 -4.513 4.552
C -1.284 -4.773 3.196
C -0.780 -3.865 2.274
C 2.137 -1.147 2.114
C 3.093 -2.154 1.969
C 4.403 -1.934 2.359
C 4.763 -0.706 2.902
C 3.812 0.290 3.065
C 2.501 0.079 2.658
P -1.239 0.596 0.672
C -2.571 1.502 1.496
C -3.855 1.437 0.961
C -4.890 2.144 1.558
C -4.646 2.899 2.695
C -3.366 2.956 3.236
C -2.328 2.263 2.638
C -0.078 1.961 0.248
C 1.267 1.661 0.027
C 2.174 2.667 -0.263
C 1.745 3.985 -0.352
C 0.405 4.288 -0.175
C -0.505 3.281 0.113
H -0.922 -0.178 2.877
H 0.489 -1.557 4.424
H -0.475 -3.144 6.056
H -1.563 -5.218 5.272
H -1.773 -5.677 2.857
H -0.889 -4.035 1.210
H 2.803 -3.113 1.551
H 5.147 -2.709 2.237
H 5.790 -0.525 3.190
H 4.092 1.239 3.504
H 1.765 0.865 2.759
H -4.036 0.828 0.083
H -5.885 2.106 1.134
H -5.453 3.447 3.164
H -3.179 3.551 4.120
H -1.327 2.320 3.051
H 1.621 0.640 0.079
H 3.218 2.422 -0.415
H 2.455 4.775 -0.559
H 0.069 5.315 -0.246
H -1.554 3.524 0.231
C 2.779 4.049 -4.135
O 1.413 4.076 -4.519
C 0.637 3.039 -4.164
C -0.699 3.094 -4.615
C -1.544 2.068 -4.326
C -1.134 0.955 -3.559
C -2.026 -0.122 -3.259
C -3.219 -0.372 -4.144
O -1.886 -0.889 -2.288
C 0.202 0.902 -3.095
O 0.691 -0.117 -2.444
C 1.070 1.963 -3.418
H 3.217 4.962 -4.526
H 3.293 3.187 -4.566
H 2.882 4.032 -3.048
H -1.022 3.958 -5.179
H -2.573 2.128 -4.658
H -3.050 -0.030 -5.161
H -4.094 0.140 -3.737
H -3.434 -1.438 -4.142
H 2.082 1.873 -3.051
*
```

Summary:
Frontier orbital gap (spin up / spin down)   6.93 / 6.97 eV
⟨S²⟩   0.781
Calculated total energy   -70241.037 eV
Highest occupied orbital energy (spin up / spin down)   -10.092 / -10.094 eV

=====

Here is a structure of composition C36H37BEuF5IN5O3SbSe from the Open Molecules 2025 dataset. Energies are from ωB97M-V/def2-TZVPD.

Geometry as ORCA input:
```
! RIJCOSX wB97M-V def2-TZVPD def2/J DEFGRID3
* xyz 0 8
Eu 2.549 -0.658 2.363
C -0.436 1.678 2.761
O 0.276 0.512 3.291
C -0.541 -0.109 4.370
C 0.369 -0.903 5.256
O 1.149 -1.784 4.351
C 0.849 -3.214 4.484
H -0.739 2.413 3.605
H -1.351 1.230 2.360
H 0.166 2.035 1.920
H -1.354 -0.718 3.970
H -1.009 0.704 5.023
H -0.218 -1.467 5.955
H 1.168 -0.322 5.796
H 0.087 -3.598 3.770
H 0.499 -3.247 5.558
H 1.796 -3.772 4.323
B 2.811 -4.137 0.037
N 1.418 -3.369 0.238
C 0.205 -3.981 -0.029
C -0.820 -3.151 0.348
C -0.162 -1.961 0.802
N 1.134 -2.110 0.860
N 3.885 -3.025 -0.192
C 5.076 -3.420 -0.692
C 6.056 -2.486 -0.376
C 5.347 -1.461 0.338
N 4.042 -1.862 0.521
H 2.916 -4.784 1.017
H 2.857 -4.793 -0.989
H 0.237 -4.955 -0.425
H -1.880 -3.269 0.351
H -0.684 -1.020 1.005
H 5.219 -4.414 -1.146
H 7.094 -2.480 -0.746
H 5.757 -0.534 0.705
C -5.515 -0.838 -7.765
C -5.844 -1.436 -6.546
C -5.300 -0.987 -5.352
C -4.431 0.099 -5.290
C -4.189 0.761 -6.509
C -4.693 0.280 -7.716
Sb -3.575 0.467 -3.309
C -5.431 1.218 -2.453
C -6.152 2.137 -3.160
C -7.294 2.730 -2.581
C -7.689 2.342 -1.298
C -6.896 1.476 -0.597
C -5.810 0.869 -1.185
C -2.532 2.180 -4.004
C -1.330 2.058 -4.686
C -0.650 3.231 -5.137
C -1.283 4.418 -4.944
C -2.366 4.540 -4.088
C -2.955 3.379 -3.544
H -6.026 -1.171 -8.668
H -6.554 -2.223 -6.625
H -5.663 -1.451 -4.434
H -3.663 1.739 -6.528
H -4.488 0.913 -8.598
H -5.816 2.495 -4.184
H -7.773 3.574 -3.091
H -8.571 2.755 -0.843
H -7.206 1.243 0.443
H -5.238 0.169 -0.511
H -1.017 1.073 -4.978
H 0.312 3.210 -5.610
H -0.738 5.341 -5.310
H -2.810 5.500 -3.962
H -3.876 3.522 -2.852
N 2.047 3.013 -0.500
C 2.822 2.452 0.483
O 2.480 1.365 1.062
C 4.070 3.193 0.947
I 5.418 3.015 -0.718
H 1.262 2.483 -0.842
H 2.436 3.646 -1.260
H 4.567 2.740 1.819
H 3.972 4.300 1.011
F 8.213 -2.490 6.687
C 6.976 -1.946 6.480
C 6.415 -1.065 7.376
F 7.073 -0.863 8.536
C 5.356 -0.266 6.998
F 4.925 0.686 7.865
C 4.686 -0.395 5.753
Se 3.583 0.981 5.105
C 5.178 -1.413 4.924
F 4.684 -1.450 3.662
C 6.240 -2.221 5.347
F 6.893 -2.947 4.403
*
```

Summary:
ΔE to the lowest compared entry with this formula, charge and spin   42.5 kcal per mole
Frontier orbital gap (spin up / spin down)   6.26 / 6.31 eV
⟨S²⟩   15.759
Calculated total energy   -165099.996 eV
Highest occupied orbital energy (spin up / spin down)   -6.925 / -6.973 eV

=====

> Look up the calculated total energy of the first one.

-70241.037 eV

=====

> calculated total energy of number 1 (C36H36N2O4P2Ru)?

-70241.037 eV